(1)
{
  "formula": "C16H20N2O2S",
  "method": "wB97M-V/def2-TZVPD",
  "elements": ["C", "C", "C", "C", "C", "C", "C", "H", "H", "C", "C", "H", "H", "H", "C", "H", "H", "H", "H", "H", "S", "O", "O", "N", "H", "C", "C", "C", "C", "C", "N", "C", "H", "H", "H", "H", "H", "H", "H", "H", "H"],
  "xyz": [[2.325, -0.134, 2.146], [1.495, 0.366, 1.007], [1.457, -0.274, -0.222], [0.721, 0.224, -1.280], [-0.030, 1.382, -1.146], [-0.033, 2.008, 0.097], [0.718, 1.514, 1.146], [0.712, 2.027, 2.096], [-0.616, 2.904, 0.248], [-0.799, 1.939, -2.319], [-0.315, 3.351, -2.655], [-0.810, 3.712, -3.554], [-0.534, 4.041, -1.844], [0.759, 3.352, -2.827], [-2.304, 1.933, -2.046], [-2.840, 2.337, -2.902], [-2.543, 2.538, -1.175], [-2.654, 0.918, -1.872], [-0.605, 1.297, -3.184], [0.760, -0.316, -2.214], [2.359, -1.797, -0.539], [3.732, -1.651, -0.153], [2.055, -2.218, -1.874], [1.727, -2.958, 0.479], [2.030, -2.843, 1.433], [0.327, -3.282, 0.313], [-0.582, -2.291, 0.991], [-1.450, -1.469, 0.284], [-2.201, -0.530, 0.972], [-2.047, -0.441, 2.347], [-1.242, -1.231, 3.035], [-0.541, -2.133, 2.374], [0.087, -2.772, 2.984], [-2.596, 0.287, 2.929], [-2.886, 0.122, 0.454], [-1.532, -1.566, -0.789], [0.157, -4.289, 0.710], [0.156, -3.293, -0.766], [2.684, 0.702, 2.742], [1.724, -0.768, 2.800], [3.176, -0.698, 1.775]],
  "nbo_charge": [-0.663, -0.013, -0.258, -0.217, -0.028, -0.144, -0.211, 0.216, 0.205, -0.240, -0.595, 0.210, 0.201, 0.216, -0.593, 0.213, 0.201, 0.204, 0.206, 0.244, 2.305, -0.936, -0.942, -0.843, 0.400, -0.263, -0.081, -0.163, -0.247, 0.031, -0.415, 0.021, 0.185, 0.194, 0.223, 0.220, 0.220, 0.236, 0.229, 0.224, 0.248],
  "e_tot_ha": -1279.87070,
  "smiles": "Cc1ccc(C(C)C)cc1S(=O)(=O)NCc1cccnc1",
  "gap_ev": 9.95,
  "de_lowest_kj_mol": 167.00,
  "e_homo_ev": -9.3188
}

=====

(2)
{
  "formula": "C16H20N2OSi",
  "method": "wB97M-V/def2-TZVPD",
  "elements": ["O", "C", "C", "C", "C", "C", "C", "C", "C", "C", "C", "C", "C", "C", "N", "N", "C", "C", "C", "Si", "H", "H", "H", "H", "H", "H", "H", "H", "H", "H", "H", "H", "H", "H", "H", "H", "H", "H", "H", "H"],
  "xyz": [[-0.173, -2.006, 0.829], [0.060, -1.007, 0.159], [-3.887, -2.461, -2.938], [2.235, 3.198, -1.767], [-3.146, -1.510, -3.589], [-3.553, -2.872, -1.653], [2.775, 1.933, -1.951], [1.290, 3.381, -0.768], [-2.083, -0.938, -2.949], [-2.491, -2.295, -1.033], [2.355, 0.862, -1.200], [0.857, 2.331, 0.007], [-1.731, -1.316, -1.631], [1.406, 1.062, -0.197], [-0.584, -0.702, -1.041], [1.011, -0.059, 0.588], [1.420, -1.690, 3.103], [2.093, 1.295, 3.003], [-0.733, 0.460, 2.911], [0.952, -0.028, 2.382], [-4.704, -2.992, -3.412], [2.510, 3.990, -2.432], [-3.383, -1.150, -4.570], [-4.195, -3.590, -1.133], [3.417, 1.743, -2.812], [0.854, 4.354, -0.617], [-1.441, -0.247, -3.460], [-2.196, -2.623, -0.058], [2.733, -0.129, -1.337], [0.188, 2.534, 0.833], [-0.259, 0.186, -1.427], [2.483, -1.875, 2.918], [1.273, -1.697, 4.172], [0.805, -2.481, 2.651], [1.485, 2.125, 3.334], [2.802, 1.660, 2.259], [2.733, 0.930, 3.814], [-0.919, 0.126, 3.926], [-0.841, 1.544, 2.829], [-1.415, -0.042, 2.255]],
  "nbo_charge": [-0.656, 0.812, -0.232, -0.219, -0.209, -0.179, -0.195, -0.186, -0.258, -0.283, -0.230, -0.247, 0.249, 0.144, -0.654, -0.846, -1.126, -1.151, -1.150, 1.827, 0.210, 0.218, 0.216, 0.216, 0.217, 0.215, 0.205, 0.245, 0.229, 0.223, 0.408, 0.232, 0.229, 0.277, 0.235, 0.247, 0.248, 0.247, 0.227, 0.244],
  "e_tot_ha": -1096.01473,
  "smiles": "C[Si](C)(C)N(C(=O)Nc1ccccc1)c1ccccc1",
  "gap_ev": 9.09,
  "de_lowest_kj_mol": 0.00,
  "e_homo_ev": -8.4047
}